[1]
3 unconnected molecules or ions with the total composition C14H27BN5O4S in a non-equilibrium geometry. Source: OMol25; level of theory: ωB97M-V with the def2-TZVPD basis set.

CARTESIAN COORDINATES (ANGSTROEM)
C (-2.46, -4.08, 4.82)
C (-3.09, -3.10, 3.87)
O (-2.49, -3.32, 2.54)
B (-2.50, -2.19, 1.80)
O (-3.66, -1.64, 1.34)
N (-1.19, -1.51, 1.43)
C (-0.41, -0.58, 2.10)
C (0.64, -0.33, 1.29)
N (0.50, -1.09, 0.16)
C (1.43, -1.07, -0.99)
C (0.68, -0.77, -2.30)
C (-0.61, -1.82, 0.26)
N (-1.11, -2.73, -0.66)
C (-0.77, -3.92, -0.51)
S (-0.45, -5.35, -0.10)
H (-2.83, -5.08, 4.62)
H (-2.65, -3.80, 5.86)
H (-1.38, -4.07, 4.68)
H (-4.17, -3.20, 3.79)
H (-2.87, -2.06, 4.15)
H (-3.45, -0.90, 0.76)
H (-0.65, -0.19, 3.06)
H (1.46, 0.34, 1.48)
H (1.97, -2.01, -1.05)
H (2.11, -0.25, -0.79)
H (1.33, -0.22, -2.97)
H (-0.21, -0.19, -2.06)
H (0.34, -1.71, -2.73)
C (3.76, 1.10, -3.76)
O (2.66, 1.55, -3.47)
N (4.15, 0.81, -5.01)
C (5.47, 0.28, -5.30)
C (3.22, 1.03, -6.11)
H (4.53, 0.90, -3.00)
H (6.00, 0.95, -5.97)
H (5.39, -0.70, -5.78)
H (6.04, 0.17, -4.38)
H (2.93, 2.08, -6.14)
H (2.32, 0.43, -5.95)
H (3.69, 0.74, -7.04)
C (-0.63, 3.36, 2.05)
O (-0.21, 2.33, 2.58)
N (-1.83, 3.91, 2.30)
C (-2.27, 5.13, 1.64)
C (-2.72, 3.26, 3.25)
H (-0.04, 3.92, 1.32)
H (-2.47, 5.90, 2.39)
H (-3.18, 4.94, 1.07)
H (-1.50, 5.49, 0.96)
H (-2.24, 3.20, 4.23)
H (-2.94, 2.24, 2.92)
H (-3.64, 3.82, 3.33)

Values from the calculation:
charge: +1
energy: -1547.3274 hartree
HOMO-LUMO gap: 8.44 eV
HOMO: -11.507 eV
2S+1: 1

=====

[2]
A molecular structure, C14H27Br3ClCsFKN2NaO6P2 in a non-equilibrium geometry. Source: OMol25; level of theory: ωB97M-V with the def2-TZVPD basis set.

CARTESIAN COORDINATES (ANGSTROEM)
C (-1.01, 4.58, 1.08)
P (0.78, 4.58, 1.75)
C (1.54, 2.83, 1.66)
C (1.14, 1.86, 2.96)
C (1.58, 2.56, 4.41)
O (1.99, 0.66, 2.82)
C (1.22, -0.59, 2.90)
C (1.11, -1.33, 1.40)
C (0.01, -2.54, 1.27)
C (-0.08, -3.32, -0.19)
C (0.94, -2.81, -1.40)
C (2.02, -1.58, -1.25)
C (2.11, -0.81, 0.21)
H (-1.19, 3.85, 0.19)
H (-1.71, 4.26, 1.97)
H (-1.33, 5.68, 0.77)
H (1.56, 5.37, 0.79)
H (1.27, 2.22, 0.69)
H (2.73, 2.91, 1.71)
H (-0.01, 1.65, 2.90)
H (1.21, 1.84, 5.29)
H (1.18, 3.66, 4.51)
H (2.76, 2.48, 4.43)
H (1.87, -1.34, 3.56)
H (0.18, -0.50, 3.43)
H (-0.68, -2.83, 2.18)
H (-0.84, -4.22, -0.31)
H (0.85, -3.38, -2.42)
H (2.73, -1.21, -2.12)
H (2.87, 0.08, 0.37)
F (1.87, -2.70, 4.99)
Na (0.08, 2.58, -0.16)
K (3.23, -1.81, 1.99)
C (-3.84, -3.03, -1.22)
Br (-2.08, -2.21, -1.32)
Br (-5.14, -1.84, -0.38)
Br (-4.45, -3.65, -2.95)
H (-3.75, -3.91, -0.57)
Cl (-6.19, -0.02, 0.50)
O (-1.36, -5.46, 2.71)
P (-0.19, -6.47, 2.63)
O (-0.34, -7.34, 1.37)
O (-0.21, -7.36, 3.88)
O (1.14, -5.70, 2.57)
N (2.76, 3.39, -3.47)
H (2.77, 4.32, -3.02)
H (3.44, 3.38, -4.24)
H (3.01, 2.68, -2.78)
H (1.82, 3.20, -3.84)
Cs (-2.19, -7.10, 1.45)
O (-8.45, 1.46, -2.04)
H (-7.79, 0.92, -1.58)
H (-8.12, 2.36, -1.96)
C (1.68, 1.78, -6.49)
C (0.29, 1.32, -6.09)
N (-0.87, 0.94, -5.76)
H (2.42, 1.33, -5.82)
H (1.90, 1.47, -7.52)
H (1.75, 2.87, -6.42)

Values from the calculation:
energy relative to the best compared isomer or geometry (same formula, charge and spin): 292.1 kcal per mole
charge: -1
energy: -10856.8488 hartree
HOMO-LUMO gap: 1.29 eV
HOMO: -3.026 eV
2S+1: 1

=====

[3]
A molecular structure, C14H27BrCl14N3 in a non-equilibrium geometry. Source: OMol25; level of theory: ωB97M-V with the def2-TZVPD basis set.

CARTESIAN COORDINATES (ANGSTROEM)
C (-3.42, -1.48, -5.25)
C (-2.22, -0.61, -5.58)
C (-2.02, 0.78, -4.72)
N (-0.58, 1.17, -4.46)
C (-0.08, 0.73, -3.10)
N (-0.45, 1.32, -1.76)
C (0.83, 1.66, -0.98)
C (0.62, 2.98, 0.02)
C (-0.34, 2.97, 1.19)
N (0.86, -0.31, -3.11)
Br (0.29, -2.09, -3.13)
H (-3.48, -2.60, -5.60)
H (-4.32, -1.06, -4.63)
H (-1.54, -0.99, -6.45)
H (-2.49, 1.65, -5.38)
H (-2.69, 0.69, -3.76)
H (-0.58, 2.22, -4.42)
H (-0.90, 0.57, -1.16)
H (1.73, 1.84, -1.73)
H (1.14, 0.78, -0.24)
H (1.27, 3.95, -0.16)
H (-1.07, 3.91, 1.30)
H (-0.37, 2.06, 1.96)
H (1.90, -0.10, -3.14)
C (-0.95, -1.13, 1.55)
Cl (-2.32, -0.44, 2.42)
Cl (-1.34, -1.41, -0.14)
H (-0.10, -0.44, 1.61)
H (-0.67, -2.08, 2.02)
C (1.45, -2.92, 4.41)
Cl (0.08, -2.23, 5.28)
Cl (1.05, -3.21, 2.72)
H (2.30, -2.23, 4.47)
H (1.73, -3.88, 4.88)
C (3.43, -3.19, -1.22)
Cl (1.67, -3.13, -1.41)
Cl (3.89, -3.00, 0.48)
H (3.79, -4.15, -1.58)
H (3.88, -2.38, -1.80)
C (-5.74, -1.09, 5.02)
Cl (-4.97, -2.56, 4.40)
Cl (-4.79, 0.34, 4.62)
H (-6.73, -1.00, 4.58)
H (-5.82, -1.17, 6.11)
C (-1.33, 2.71, 5.29)
Cl (-0.80, 2.60, 3.61)
Cl (0.02, 2.40, 6.40)
H (-1.72, 3.71, 5.48)
H (-2.11, 1.96, 5.47)
C (3.31, 2.09, 3.62)
Cl (4.40, 2.78, 2.41)
Cl (2.61, 0.57, 3.04)
H (3.87, 1.89, 4.54)
H (2.51, 2.80, 3.82)
C (3.55, -0.47, -5.68)
Cl (1.79, -0.41, -5.87)
Cl (4.01, -0.28, -3.98)
H (3.91, -1.43, -6.04)
H (4.00, 0.34, -6.26)

Values from the calculation:
energy relative to the best compared isomer or geometry (same formula, charge and spin): 164.8 kcal per mole
charge: +1
energy: -9729.8624 hartree
HOMO-LUMO gap: 4.99 eV
HOMO: -10.954 eV
2S+1: 1